1.
Here is a molecular structure, C3H9N5 in a non-equilibrium geometry from the Open Molecules 2025 dataset. Energies are from ωB97M-V/def2-TZVPD.

**F_max**: 7.75 eV/Å
**Kohn-Sham gap**: 8.73 eV
**LUMO**: 0.26 eV
**DFT total energy**: -10696.7592 eV
**HOMO level**: -0.311 hartree

Last column: Löwdin charge in e.
Positions of all 17 atoms, in Å:
1 C -1.1501 1.1749 0.2368  -0.41
2 H 3.7939 0.5415 -0.4225  0.21
3 H 0.0574 -1.7919 1.2514  0.16
4 C 0.0012 -0.6347 -0.8567  -0.14
5 H -0.0442 -1.4382 -1.6287  0.12
6 N -1.3910 -0.0565 -0.3610  -0.29
7 N -0.2352 2.0353 -0.1148  0.00
8 H -1.7859 1.3379 1.5652  0.17
9 H -2.9744 -0.6087 1.0653  0.18
10 H -0.3885 2.6696 1.0667  0.19
11 H -3.0889 -0.9249 -0.6266  0.12
12 H 1.9177 1.0138 -0.0751  0.04
13 N 2.4779 0.1329 -0.3524  -0.15
14 N -2.2231 -1.1496 0.1042  -0.03
15 H 0.4129 0.4577 -1.1574  0.10
16 C 0.7326 -1.0432 0.4533  -0.18
17 N 2.0283 -0.7104 0.7185  -0.09

Forces on atoms 1 to 2 (eV/Å):
C -1.0404 -0.4321 3.8147
H -5.1080 -1.8904 1.3206

***

2.
Here is a molecular structure, C3H9N5O in a non-equilibrium geometry from the Open Molecules 2025 dataset. Energies are from ωB97M-V/def2-TZVPD.

**F_max**: 6.64 eV/Å
**Kohn-Sham gap**: 8.61 eV
**LUMO**: 0.10 eV
**DFT total energy**: -12746.5440 eV
**HOMO level**: -0.313 hartree

Last column: Löwdin charge in e.
Positions of all 18 atoms, in Å:
1 C 1.3963 -0.6015 -1.4314  -0.48
2 O 2.2475 -0.4152 -2.3639  0.01
3 N -1.2891 -0.6242 1.1793  -0.02
4 H -1.2894 -1.0339 0.1225  0.08
5 N 0.0062 0.2002 1.3691  -0.08
6 H -2.0104 0.1426 1.3165  0.07
7 H -0.7646 1.3857 1.8593  0.16
8 C 0.1240 0.8110 0.1009  -0.54
9 H -0.4949 -1.6823 -1.9573  0.23
10 H 1.2092 -2.9431 -1.2435  0.17
11 N 1.1653 0.4937 -0.6194  0.09
12 H -1.4347 3.1870 1.4481  0.15
13 H 0.9363 -0.4807 1.2300  0.19
14 N -1.4324 2.0847 0.9277  -0.17
15 C 0.5584 -1.8059 -0.8965  -0.05
16 N -0.6420 1.8975 -0.1869  0.00
17 H 0.2348 -1.8965 0.2577  0.07
18 H 1.4797 1.2808 -1.1122  0.14

Forces on atoms 1 to 2 (eV/Å):
C 2.3392 0.2849 -0.8278
O -3.5191 -1.9945 3.1210

***

3.
Here is a molecular structure, C3H9NNa from the Open Molecules 2025 dataset. Energies are from ωB97M-V/def2-TZVPD.

**F_max**: 0.69 eV/Å
**Total charge**: +1
**Kohn-Sham gap**: 7.72 eV
**LUMO**: -5.09 eV
**DFT total energy**: -9157.4468 eV
**HOMO level**: -0.471 hartree

Last column: Löwdin charge in e.
Positions of all 14 atoms, in Å:
1 Na 1.9750 -1.0583 2.5730  0.89
2 H 1.7087 1.0185 -0.6801  0.09
3 H -1.2360 1.4982 -0.1875  0.10
4 H -1.1977 0.8731 1.4909  0.09
5 N 0.1457 -0.0781 0.1898  -0.38
6 C 0.9878 0.2304 -0.9554  -0.12
7 H -1.4104 -1.3785 0.7281  0.09
8 H 0.1397 1.9008 0.8871  0.09
9 H 0.3986 0.5790 -1.8203  0.10
10 H -1.4576 -0.8475 -0.9822  0.10
11 C -0.5789 1.1114 0.6095  -0.12
12 H -0.2327 -2.0407 -0.4482  0.09
13 C -0.7913 -1.1369 -0.1522  -0.12
14 H 1.5490 -0.6715 -1.2527  0.09

Forces on atoms 1 to 2 (eV/Å):
Na -0.3353 0.1795 -0.4365
H -0.2691 -0.2665 -0.1924